# 1
This record from OMol25 describes a molecular structure, C7H14N at a distorted geometry. The level of theory is the ωB97M-V functional and the def2-TZVPD basis.

```
22
Properties=species:S:1:pos:R:3:forces:R:3:lowdin_charge:R:1
C 0.584437 -2.091951 -1.462206 -1.642 -0.027 0.366 -0.2399
C 0.051688 -2.561980 -0.067591 -0.420 -0.930 -1.758 -0.2283
C 0.089223 -1.627241 1.109951 1.177 -3.096 -1.149 0.0833
C 0.396941 4.024652 1.122646 -1.537 -0.540 -0.612 0.0800
C -0.439354 3.090824 0.610862 1.139 0.267 0.958 -0.1450
C -0.041755 1.678646 0.815308 0.198 0.361 -0.591 -0.1208
C -0.788753 0.715945 0.296025 0.764 0.843 1.283 0.1042
N -0.479373 -1.227098 -1.997373 1.000 0.201 0.419 0.0126
H 0.654159 -2.927236 -2.168090 0.316 -0.068 0.610 0.1261
H 1.540884 -1.630213 -1.299428 0.643 0.377 -0.356 0.1058
H -0.917171 -2.996518 -0.320517 -0.374 0.474 0.545 0.1181
H 0.628072 -3.499748 0.083207 0.267 0.641 1.026 0.1501
H -0.449803 -2.090251 1.943978 -0.669 1.256 -0.055 0.1242
H 1.149022 -1.533533 1.380314 -0.374 1.512 -0.018 0.1240
H 0.117928 5.080559 1.024242 0.454 -0.434 0.248 0.0875
H 1.259301 3.687838 1.687914 0.149 0.460 -0.207 0.0736
H -1.405158 3.325835 0.201531 -0.075 0.112 -0.373 0.1081
H 0.944426 1.660510 1.279990 -0.398 -0.860 0.254 0.1275
H -1.673414 0.931732 -0.305920 -0.113 -1.443 0.235 0.1268
H -0.462987 -1.212200 -3.008024 -0.055 0.120 -0.057 0.0861
H -0.265817 -0.303375 -1.653606 -0.256 0.369 -0.583 0.0262
H -0.492496 -0.495196 0.726787 -0.194 0.405 -0.186 0.0697
```
Forces are in eV/Å.

Computed properties:
HOMO level in eV: -13.4
Total energy in Ha: -329.413478
M in g mol⁻¹: 112.20
Net charge: +1
Kohn-Sham gap in eV: 6.515



# 2
This record from OMol25 describes a molecular structure, C5H7Cl at a distorted geometry. The level of theory is the ωB97M-V functional and the def2-TZVPD basis.

```
13
Properties=species:S:1:pos:R:3:forces:R:3:lowdin_charge:R:1
C 1.177350 0.541881 -1.805651 0.305 -0.389 -0.060 0.0020
C -1.872904 -0.739701 1.182263 -2.557 -1.748 0.047 -0.0899
C 0.350928 1.041809 -0.867899 -0.967 -0.570 -3.520 -0.2865
C -0.577946 -0.660123 1.045510 4.034 1.894 -0.037 -0.0714
C 0.544798 0.971955 0.537439 -4.477 -2.772 0.970 -0.6855
Cl -0.102773 2.230953 1.492915 -0.294 1.248 0.554 0.6329
H 0.929122 0.394810 -2.853593 -0.672 0.546 0.165 0.0496
H 2.163961 0.094449 -1.690918 -0.004 0.355 0.914 0.0555
H -2.596893 -1.625272 1.419861 2.394 0.630 0.005 0.0889
H -2.665372 -0.030212 0.980952 0.852 1.260 -0.344 0.0432
H -0.675737 1.297679 -1.290981 1.349 0.057 1.064 0.1304
H 0.352303 -1.277653 1.292375 -2.226 0.122 -0.420 0.0900
H 1.443877 0.645844 0.902478 2.263 -0.633 0.661 0.0410
```
Forces are in eV/Å.

Computed properties:
HOMO level in eV: -8.7
Total energy in Ha: -654.752715
M in g mol⁻¹: 102.56
Net charge: 0
Kohn-Sham gap in eV: 9.525



# 3
This record from OMol25 describes a molecular structure, C16H13AsCoN3O7S at a distorted geometry. The level of theory is the ωB97M-V functional and the def2-TZVPD basis.

```
42
Properties=species:S:1:pos:R:3:forces:R:3:lowdin_charge:R:1
Co -0.118660 -0.276389 0.260781 -1.945 -1.115 -3.124 0.4879
O 3.977618 -1.904783 0.430788 -0.027 0.039 -0.349 -0.2176
As 2.267247 -2.145894 0.705820 0.512 0.378 1.150 0.9291
O 1.996346 -2.496563 2.266034 -0.237 -0.074 -0.229 -0.4302
O 1.669389 -0.561798 0.293306 0.412 0.309 -0.123 -0.4546
C 1.962518 -3.509645 -0.621923 -0.290 0.282 -0.183 -0.2239
C 2.890254 -4.534143 -0.693730 -0.090 0.129 -0.142 -0.0525
C 2.676849 -5.581847 -1.582711 0.029 -0.086 -0.042 -0.0318
C 1.560205 -5.604764 -2.403907 0.085 -0.053 -0.041 -0.0378
C 0.616968 -4.590855 -2.333285 -0.057 0.172 0.018 -0.0306
C 0.828415 -3.552252 -1.440688 0.137 -0.182 0.351 -0.2712
S -0.468848 -2.420209 -1.130392 -0.237 -0.132 -0.039 0.6070
O -1.683969 -2.904066 -1.696169 0.107 -0.117 0.097 -0.2266
O -0.462452 -2.257350 0.380733 0.185 0.504 -0.012 -0.3605
O -0.102934 -1.036663 -1.561117 0.034 0.214 -0.034 -0.2988
H 4.356053 -1.405502 1.166145 -0.011 -0.104 0.059 0.0615
H 3.763784 -4.511242 -0.060287 0.075 -0.035 0.023 0.1179
H 3.390410 -6.394920 -1.623829 -0.013 0.031 -0.017 0.1199
H 1.408540 -6.427352 -3.089437 0.009 0.007 0.006 0.1191
H -0.282372 -4.605023 -2.935495 0.036 -0.048 0.039 0.1231
C -4.374323 -0.748141 0.260420 -0.096 0.054 -0.011 0.0049
C -4.799814 0.467364 -0.244777 0.030 0.017 0.000 -0.0017
C -3.858392 1.425642 -0.594877 -0.203 0.098 -0.040 0.0316
C -2.522265 1.143065 -0.411361 -0.009 0.018 -0.010 -0.1703
N -2.121621 -0.034803 0.082644 0.341 -0.313 0.331 0.0528
C -3.018067 -0.969538 0.408416 -0.029 0.043 0.045 -0.0565
C -1.413146 2.056169 -0.714482 -0.011 0.139 -0.060 -0.1666
C -1.552391 3.347895 -1.180061 -0.014 0.173 -0.086 0.0318
C -0.414071 4.104624 -1.420469 0.004 0.004 0.023 -0.0035
C 0.835201 3.547695 -1.202112 -0.072 0.073 -0.070 -0.0023
C 0.904477 2.253292 -0.726401 0.165 -0.085 -0.015 -0.0416
N -0.197153 1.541871 -0.486632 0.914 -0.399 0.541 0.0513
H -5.076739 -1.518868 0.543932 0.031 0.000 -0.019 0.1280
H -5.854097 0.677129 -0.362414 -0.001 -0.018 -0.028 0.1276
H -4.172595 2.377750 -0.999540 0.028 -0.038 0.015 0.1222
H -2.633369 -1.904469 0.786512 0.029 0.031 0.040 0.1230
H -2.532667 3.771020 -1.349057 0.029 -0.044 0.001 0.1225
H -0.506135 5.125020 -1.767893 -0.006 -0.026 -0.032 0.1276
H 1.743752 4.100499 -1.391975 -0.011 -0.005 0.022 0.1255
H 1.847491 1.758559 -0.526966 -0.060 -0.074 0.023 0.1299
O -0.437387 1.288787 2.439410 -0.002 0.682 0.388 0.2348
N -0.290164 0.314416 1.906990 0.230 -0.452 1.532 0.0997
```
Forces are in eV/Å.

Computed properties:
HOMO level (alpha / beta) in eV: -12.2 / -12.2
Total energy in Ha: -5324.922381
2S+1: 2
M in g mol⁻¹: 525.22
Net charge: +1
Kohn-Sham gap (alpha / beta) in eV: 7.210 / 7.028
⟨S²⟩: 0.83



# 4
This record from OMol25 describes 2 unconnected molecules or ions with the total composition C30H41N4O at a distorted geometry. The level of theory is the ωB97M-V functional and the def2-TZVPD basis.

```
76
Properties=species:S:1:pos:R:3:forces:R:3:lowdin_charge:R:1
C 3.348993 2.092317 3.306837 0.047 -0.097 0.348 -0.0429
C 2.818854 2.250993 1.896590 -0.243 0.345 -0.128 -0.3866
C 3.426838 3.442826 1.188325 0.404 0.083 -0.238 -0.0629
N 1.362252 2.394575 1.896017 -1.034 -0.547 0.285 -0.0529
N 0.802293 3.587614 1.985986 -2.230 0.702 0.224 0.1459
N -0.530282 3.344359 2.073362 2.755 0.096 -0.171 -0.0053
C -1.389152 4.552980 2.178514 0.275 -0.024 -0.038 -0.3768
C -1.173056 5.418893 0.954659 -0.111 0.319 -0.388 -0.0518
C -1.059231 5.303570 3.453647 -0.058 0.221 0.407 -0.0478
C -0.808827 2.016792 2.048179 -0.726 0.238 -0.020 -0.0907
C -2.239930 1.473922 2.076351 0.410 0.234 0.032 -0.5278
C -2.252717 -0.053014 2.008996 -0.063 -0.180 0.022 -0.0675
C -3.015577 1.990270 0.860310 -0.165 0.038 -0.133 -0.0339
C -2.914784 1.878274 3.390267 -0.182 -0.019 0.186 -0.0336
C 0.437513 1.359613 1.951653 0.874 -0.581 -0.238 -0.2495
C 0.828507 0.031837 1.885579 -0.100 -0.184 -0.297 -0.0484
H 4.434150 1.946647 3.283188 -0.158 0.036 -0.011 0.0863
H 3.133879 2.991400 3.896887 0.017 -0.175 -0.082 0.0884
H 2.900838 1.220304 3.791680 0.007 0.146 0.010 0.0773
H 3.017978 1.337230 1.338453 0.000 0.048 -0.156 0.1235
H 4.511150 3.301052 1.125427 -0.156 0.083 0.056 0.0858
H 3.045358 3.527838 0.167918 -0.022 0.073 0.106 0.0811
H 3.219485 4.372438 1.727162 0.054 -0.176 -0.118 0.0783
H -2.422410 4.216093 2.210984 0.230 -0.037 -0.014 0.1015
H -1.862045 6.273186 0.975134 0.152 -0.178 0.068 0.0910
H -0.146980 5.802580 0.929929 -0.223 -0.131 -0.020 0.0822
H -1.371394 4.862029 0.032935 0.095 0.041 0.110 0.0801
H -1.741721 6.155838 3.570154 0.147 -0.184 -0.099 0.0914
H -1.180939 4.666207 4.335715 0.094 0.054 -0.128 0.0834
H -0.032797 5.686374 3.422840 -0.217 -0.142 0.023 0.0829
H -1.738168 -0.473121 2.880029 -0.105 -0.041 -0.236 0.0899
H -3.290655 -0.418371 2.017057 0.244 0.194 0.015 0.0951
H -1.777766 -0.404594 1.084757 -0.088 0.003 0.233 0.0731
H -3.089380 3.083189 0.837918 -0.048 -0.291 -0.118 0.0679
H -2.521141 1.655233 -0.061203 -0.137 0.106 0.125 0.0866
H -4.033159 1.578126 0.879285 0.162 0.119 -0.065 0.0935
H -2.985817 2.964110 3.517315 -0.034 -0.302 0.073 0.0680
H -3.930344 1.462991 3.422110 0.152 0.107 0.054 0.0934
H -2.344533 1.467113 4.232581 -0.160 0.125 -0.104 0.0997
H 0.063673 -0.723933 1.984832 0.551 -0.096 0.045 -0.0155
H 1.889239 -0.205512 1.837376 -0.445 -0.191 0.178 0.0159
C -2.827266 -0.231380 -6.682228 0.143 0.227 0.149 -0.0448
O -2.084497 0.518921 -5.691483 0.060 -0.904 0.652 -0.0578
C -1.629911 -0.162876 -4.610758 -0.036 -0.069 -0.229 -0.2358
C -1.809735 -1.558684 -4.447458 0.038 0.436 -0.235 0.0038
C -1.257631 -2.191863 -3.351655 0.352 0.066 -0.070 -0.0214
C -0.525417 -1.477005 -2.369702 -0.386 0.335 -0.366 -0.2039
C 0.167465 -2.137360 -1.308538 0.305 -0.603 -0.860 0.1145
C 0.732444 -3.403726 -1.440411 -0.388 0.029 0.320 -0.1158
C 1.298791 -4.221306 -0.371458 0.603 -0.289 -0.313 -0.1140
C 1.350592 -4.067628 1.001839 0.172 -0.306 0.444 0.0056
C 2.046157 -5.025227 1.761861 -0.223 0.252 -0.359 -0.0495
C 2.692343 -6.109920 1.144403 -0.178 0.163 -0.518 -0.0532
C 2.652739 -6.267867 -0.253361 -0.059 0.009 0.378 0.0067
C 1.937698 -5.325256 -0.976569 -0.116 0.454 0.451 -0.1537
N 1.748566 -5.214583 -2.363671 -1.119 1.479 -0.528 -0.0532
C 2.290861 -6.091510 -3.383098 0.151 -0.279 -0.518 0.0135
C 1.012642 -4.109265 -2.641389 0.778 -0.979 0.533 0.0642
C -0.446718 -0.058816 -2.507310 0.047 -0.382 0.263 0.0036
C -0.943414 0.580862 -3.617748 -0.310 -0.192 -0.327 0.0238
H -3.085155 0.518770 -7.428368 -0.043 -0.242 0.019 0.0996
H -2.211409 -1.025830 -7.130188 -0.099 0.332 0.120 0.0997
H -3.736787 -0.675622 -6.249861 0.267 0.243 -0.078 0.1028
H -2.352831 -2.130618 -5.203614 0.187 0.183 0.442 0.1110
H -1.380827 -3.270290 -3.267329 -0.096 0.257 0.172 0.1198
H 0.360544 -1.595690 -0.386167 -0.068 0.155 0.149 0.1077
H 0.846863 -3.211456 1.445608 0.194 -0.200 0.206 0.1122
H 2.087625 -4.925374 2.847351 -0.006 -0.013 -0.347 0.1135
H 3.224717 -6.834530 1.761424 -0.134 0.208 -0.249 0.1132
H 3.150844 -7.084529 -0.771659 -0.049 0.066 0.355 0.1095
H 2.861588 -6.883808 -2.895289 -0.120 0.138 -0.221 0.0888
H 1.485475 -6.531965 -3.987282 0.189 0.036 0.341 0.1086
H 2.944570 -5.534195 -4.070665 -0.107 -0.146 0.387 0.1105
H 0.770633 -3.845185 -3.664381 0.221 -0.025 0.172 0.1480
H 0.068892 0.501889 -1.726553 -0.089 -0.066 -0.189 0.1240
H -0.828616 1.652669 -3.760036 -0.046 -0.208 0.056 0.1300
```
Forces are in eV/Å.

Computed properties:
HOMO level in eV: -7.9
Total energy in Ha: -1461.701167
M in g mol⁻¹: 473.68
Net charge: +1
Kohn-Sham gap in eV: 3.405